# 1
BF4H18O9 | ωB97M-V with the def2-TZVPD basis set

DFT total energy = -30276.1747 eV
net charge = -1
frontier orbital gap = 10.36 eV
HOMO = -7.7 eV

XYZ file:
```
32
BF4H18O9 | the OMol25 dataset | ωB97M-V with the def2-TZVPD basis set
F 1.6197 -0.6869 1.1480
F 0.0754 0.5295 -0.0552
F 0.2500 -1.6864 -0.3972
F -0.6332 -1.0042 1.5078
O -1.7035 -2.4692 -1.8960
O 2.4883 0.8178 -1.0317
O -2.4100 0.9186 -1.0908
O -2.4326 1.3741 2.5349
O 2.0137 1.8664 2.1904
O -3.1996 -1.0310 0.7857
O 3.8807 -1.8406 -0.3065
O -1.1052 2.9182 0.4416
O 1.8157 -1.5873 -2.5867
B 0.3280 -0.6979 0.5795
H -1.6732 1.3602 -0.6657
H -1.2454 3.5312 -0.2858
H -0.4025 3.2837 0.9681
H -2.3437 -1.1476 1.1173
H 1.9532 2.4209 1.4127
H -2.3103 1.9221 1.7652
H -1.1164 -2.1800 -1.2120
H 3.4323 -0.9988 -0.4715
H -2.6777 0.1890 -0.5268
H 2.5552 -2.0649 -2.2627
H -2.0542 -1.6571 -2.2571
H -2.2184 0.4634 2.4108
H 1.3188 -1.3044 -1.8093
H 2.4152 0.8784 -1.9826
H -3.4635 -1.8094 0.3329
H 3.4455 -2.0028 0.5270
H 1.8297 0.9689 1.8478
H 1.5681 0.7261 -0.7318
```

# 2
C6H9N | ωB97M-V with the def2-TZVPD basis set

DFT total energy = -7850.6223 eV
net charge = 0
frontier orbital gap (alpha / beta) = 9.01 / 7.68 eV
HOMO (alpha / beta) = -8.2 / -7.5 eV

XYZ file:
```
16
C6H9N | the OMol25 dataset | ωB97M-V with the def2-TZVPD basis set
N 0.2591 -0.4000 1.5182
C -1.5885 0.8094 2.7856
C -1.0357 0.0743 3.7280
C 1.1538 -0.2627 -1.3929
C -0.4425 0.0419 2.3858
C 0.7295 -0.8058 -2.7993
C 0.0550 0.6790 -0.6936
H 2.2320 0.1850 -1.3962
H 0.5724 -0.0863 -3.6942
H 1.0757 -1.0641 -0.6759
H 1.2935 -1.7300 -3.1073
H -1.0052 0.3862 -0.7615
H 0.1937 1.7919 -0.4218
H -0.3570 -1.0746 -2.7979
H -2.4596 1.5070 2.5485
H -0.6764 -0.0512 4.7746
```

# 3
H20O10 | ωB97M-V with the def2-TZVPD basis set

DFT total energy = -20799.0822 eV
net charge = 0
frontier orbital gap = 11.35 eV
HOMO = -11.1 eV

XYZ file:
```
30
H20O10 | the OMol25 dataset | ωB97M-V with the def2-TZVPD basis set
O 0.6478 -5.4325 -1.9519
O 2.9057 1.4596 -3.1341
O 0.1381 0.4726 0.1996
O 2.5730 0.9603 4.5770
O -2.5744 -2.8399 -2.1332
O 0.4082 -2.5182 3.7203
O 0.8222 -1.6714 -5.1369
O -4.4378 2.8548 -2.7710
O -2.4016 1.0868 4.4555
O 1.8062 4.7309 2.3914
H 2.2471 1.0894 5.4677
H -4.9913 3.3847 -2.1972
H 0.1857 -4.5993 -1.8594
H 0.8968 5.0270 2.3537
H 1.5046 -1.4721 -4.4960
H -4.1099 2.1538 -2.2078
H 0.1077 -6.0609 -1.4727
H 0.9798 -1.7602 3.8423
H 2.6000 1.8403 4.2014
H -1.5352 0.7700 4.2002
H -0.3353 0.1017 -0.5451
H 2.4428 1.7327 -3.9262
H -2.3144 1.3022 5.3841
H -2.4326 -2.5406 -3.0313
H -3.4023 -3.3190 -2.1677
H 0.1764 -2.4972 2.7919
H 3.8028 1.7678 -3.2621
H 1.0952 -2.5014 -5.5278
H 0.8751 0.9402 -0.1933
H 2.3200 5.5376 2.4288
```

# 4
C5H11NO | ωB97M-V with the def2-TZVPD basis set

multiplicity = 2
DFT total energy = -8889.6239 eV
net charge = +1
expectation value of S² = 0.766
frontier orbital gap (alpha / beta) = 7.20 / 6.52 eV
HOMO (alpha / beta) = -13.6 / -13.6 eV

XYZ file:
```
18
C5H11NO | the OMol25 dataset | ωB97M-V with the def2-TZVPD basis set
O -3.1023 -2.8436 2.2328
N -1.6306 1.5163 -1.2910
C 2.5141 -0.0059 0.4973
C 1.9145 0.5727 -0.6892
C 1.6960 -0.4306 1.5302
C -0.3922 1.0967 -1.8761
C 0.6165 0.9982 -0.7521
H -0.3633 0.1005 -2.3748
H 3.6049 -0.0446 0.3990
H -2.1481 0.8333 -0.7566
H 0.2205 1.4636 0.1663
H 2.5643 0.4318 -1.5637
H -2.2573 1.9049 -1.9830
H 1.5303 0.0694 2.4803
H -3.6029 -3.5658 1.8411
H -2.2288 -3.1189 1.9525
H -0.0605 1.7578 -2.6938
H 0.9396 -1.1861 1.3088
```

# 5
C18H19ClIO8 | ωB97M-V with the def2-TZVPD basis set

DFT total energy = -55971.6330 eV
net charge = -1
frontier orbital gap = 6.73 eV
HOMO = -5.6 eV

XYZ file:
```
47
C18H19ClIO8 | the OMol25 dataset | ωB97M-V with the def2-TZVPD basis set
I 2.6805 -0.7445 -5.2580
Cl 2.7304 5.1322 -1.5747
O 2.3421 4.1603 -2.5790
O -1.4155 -1.2304 -2.7571
O -1.0247 -1.4577 4.9854
O 4.1679 5.1180 -1.4212
O 2.3022 6.4496 -1.9924
O 2.2631 1.8809 -0.5246
O 0.7410 -1.7251 6.3451
O 2.1041 4.8018 -0.3146
C -0.6378 -2.5596 4.1455
C -1.6827 -2.8923 3.0814
C 1.5369 1.0287 -0.9841
C -1.5418 -0.1510 -5.7058
C -2.3366 -1.6738 2.3838
C -0.4948 -0.6586 -2.2049
C -0.4846 -0.4879 -0.7053
C 0.6982 -0.5766 -4.4572
C -0.1843 0.4482 -5.2482
C 0.5497 0.4655 1.2171
C 1.6230 0.6155 -2.4292
C -1.4222 -1.1335 0.0619
C 0.3941 0.4974 5.5869
C -0.3944 -0.1764 1.9680
C 0.6859 -0.1398 -2.9816
C -1.3796 -0.9860 1.4317
C 0.0532 -0.9754 5.6870
C 0.4944 0.3128 -0.1561
H -2.4444 -3.5923 3.4422
H 0.4170 0.8033 -6.0878
H 0.2298 -1.5618 -4.4550
H -0.5081 1.0308 5.2626
H -2.6732 -0.9363 3.1208
H 0.8071 0.8992 6.5063
H 0.3002 -2.3050 3.6351
H 1.3294 1.0740 1.6620
H -1.5293 -0.3350 -6.7851
H 1.0932 0.5937 4.7472
H -2.3644 0.5165 -5.4398
H -3.2395 -2.0248 1.8733
H -0.4158 1.3174 -4.6275
H 2.5001 0.9853 -2.9534
H -0.3713 -0.0404 3.0450
H -2.1846 -1.7722 -0.3723
H -1.7377 -1.1107 -5.2218
H -0.4322 -3.4461 4.7546
H -1.1437 -3.4379 2.2936
```

# 6
C4H2ClNO2 | ωB97M-V with the def2-TZVPD basis set

DFT total energy = -22282.6114 eV
net charge = 0
frontier orbital gap = 7.67 eV
HOMO = -8.9 eV

XYZ file:
```
10
C4H2ClNO2 | the OMol25 dataset | ωB97M-V with the def2-TZVPD basis set
Cl 2.5939 0.4165 0.0254
O -1.1363 -0.9088 -0.0395
O 0.5963 -2.4347 -0.0022
N -0.1863 2.4334 -0.0075
C 0.2807 -1.1326 -0.0015
C -1.5574 0.2864 -0.0561
C -0.4287 1.2276 -0.0231
C 0.9857 -0.0189 0.0158
H -0.9481 3.1021 -0.0414
H -0.1999 -2.9708 0.1301
```

# 7
C5H11N | ωB97M-V with the def2-TZVPD basis set

DFT total energy = -6849.5605 eV
net charge = 0
frontier orbital gap = 7.75 eV
HOMO = -6.8 eV

XYZ file:
```
17
C5H11N | the OMol25 dataset | ωB97M-V with the def2-TZVPD basis set
N 0.8761 -0.1494 -0.4857
C -1.3220 0.0439 -1.9105
C 1.6071 -1.0665 0.0906
C 0.9627 1.2815 -0.7881
C -0.6946 -0.2032 2.2568
C -0.1664 0.3900 -1.0558
H -1.0863 0.0834 -2.9841
H 0.9557 1.9467 0.0830
H 0.2493 0.1926 2.6407
H -0.6960 -1.2907 2.3639
H -1.6834 -0.9619 -1.6735
H 1.2336 -2.0797 0.1604
H 2.5249 -0.7544 0.5684
H 1.7082 1.5418 -1.5500
H -1.5307 0.2218 2.8162
H -0.7913 0.0619 1.1998
H -2.1471 0.7422 -1.7323
```

# 8
C3H3N2O2 | ωB97M-V with the def2-TZVPD basis set

DFT total energy = -10232.3597 eV
net charge = -1
frontier orbital gap (alpha / beta) = 5.47 / 5.47 eV
HOMO (alpha / beta) = -1.7 / -1.7 eV

XYZ file:
```
10
C3H3N2O2 | the OMol25 dataset | ωB97M-V with the def2-TZVPD basis set
O -1.8036 -1.3546 -0.0088
O 2.8291 -0.0589 -0.0615
N -1.1121 0.7408 0.1409
N -0.2755 1.8036 0.1425
C -0.8501 -0.5338 -0.0346
C 0.4899 -0.9203 -0.1385
C 1.5970 -0.2367 -0.1043
H -2.0223 1.1132 0.3593
H 0.4657 -2.0590 -0.1003
H 0.6818 1.5057 -0.1949
```

# 9
C15H15NO3Sc | ωB97M-V with the def2-TZVPD basis set

DFT total energy = -44131.0277 eV
net charge = -1
frontier orbital gap = 4.98 eV
HOMO = -2.3 eV

XYZ file:
```
35
C15H15NO3Sc | the OMol25 dataset | ωB97M-V with the def2-TZVPD basis set
Sc 0.1803 0.5870 -0.1810
O 4.8871 0.6227 1.1938
O 2.4716 0.4532 0.5881
O 0.9553 2.0267 1.1601
N -0.0604 -1.3007 1.0397
C -2.3761 0.0936 -0.1816
C 5.4095 3.7251 3.0018
C 3.0575 3.5622 2.3264
C 4.5731 1.7970 1.7523
C -1.1622 1.2803 -1.7964
C -1.3787 2.1685 -0.6474
C 4.0830 4.2826 2.9128
C 5.6400 2.4781 2.3691
C -0.4482 -3.2521 0.1508
C -1.8053 0.0056 -1.5080
C 2.1814 1.5746 1.1384
C 3.2491 2.3174 1.7181
C 0.9571 -1.4265 -1.0620
C -2.1438 1.4189 0.3332
C 0.2699 -2.0950 -0.1712
H -0.9887 3.1640 -0.5217
H 6.1712 4.2955 3.5299
H -1.0775 -3.4585 1.0334
H 2.0544 -1.3714 -0.9042
H 0.5076 -1.1373 -2.0511
H 3.9391 0.2566 0.8090
H 2.0495 3.9125 2.2137
H -2.5104 1.7953 1.2789
H -3.0838 -0.6138 0.2281
H -1.9013 -0.8314 -2.1758
H -0.4788 -4.0058 -0.6877
H 3.8403 5.3109 3.3769
H -0.6259 1.5393 -2.6965
H -0.2679 -1.7273 1.9397
H 6.6243 2.0810 2.4286
```

# 10
C4H11NO | ωB97M-V with the def2-TZVPD basis set

DFT total energy = -7859.8030 eV
net charge = 0
frontier orbital gap = 9.29 eV
HOMO = -8.5 eV

XYZ file:
```
17
C4H11NO | the OMol25 dataset | ωB97M-V with the def2-TZVPD basis set
O 1.7480 -0.3683 1.5612
N 1.7820 1.9118 2.3116
C -2.7866 -1.3974 -0.7925
C -1.4534 -1.3036 -0.9821
C 1.5453 1.0476 1.1982
C -0.5371 -0.5718 -2.0483
H -0.0178 -1.3397 -2.4080
H -3.3865 -1.2958 0.0029
H 2.1349 1.3945 0.2943
H 1.6846 2.9030 1.9017
H -3.3715 -1.8529 -1.6665
H 0.5734 1.0894 0.9153
H 0.9152 1.9426 2.9157
H -1.1235 -0.2076 -3.0633
H 0.2376 0.1272 -1.8017
H 2.7208 -0.5210 1.8734
H -0.6653 -1.5581 -0.2121
```

# 11
C22H36F6N2PSSi2W | ωB97M-V with the def2-TZVPD basis set

multiplicity = 3
DFT total energy = -80399.2807 eV
net charge = -1
expectation value of S² = 2.015
frontier orbital gap (alpha / beta) = 6.68 / 6.18 eV
HOMO (alpha / beta) = -4.2 / -4.9 eV

XYZ file:
```
71
C22H36F6N2PSSi2W | the OMol25 dataset | ωB97M-V with the def2-TZVPD basis set
W -0.1891 -0.1731 -0.1781
S 2.7849 0.7061 1.5491
P 2.6741 -3.9810 0.8231
Si -0.6969 1.0857 2.9662
Si -0.9948 1.2920 -3.1781
F 3.4483 -4.0682 2.2349
F 1.9686 -2.5872 1.2988
F 3.3453 -5.3622 0.3352
F 3.8918 -3.1320 0.1841
F 1.8575 -3.8690 -0.5851
F 1.4160 -4.7950 1.4544
N -0.6754 1.3600 -1.4339
N -0.7586 1.2885 1.2206
C -2.8133 1.6742 -3.5208
C 0.2540 2.4660 3.8321
C 2.2147 0.2538 -2.4754
C -0.7458 -0.3956 -3.9848
C -0.8623 -2.4409 0.2615
C -1.8880 4.8310 -0.7054
C -1.7212 3.5622 1.3221
C 1.5827 -0.7032 -1.4601
C -2.1706 -1.2753 -1.2202
C -1.1977 2.4626 0.6341
C 3.2597 -0.4984 -3.3032
C -2.0661 4.7330 0.6636
C 1.5094 0.3366 0.7526
C -1.1359 -2.2296 -1.1147
C 0.1570 -0.5042 3.4958
C -2.5095 -0.8426 0.0687
C 0.0904 2.5318 -4.1145
C -2.4630 1.0410 3.6403
C -1.1052 2.5305 -0.7785
C -1.7077 -1.5721 0.9894
C 2.8288 1.5210 -1.8946
C -1.4127 3.7350 -1.4132
H -2.4597 5.5683 1.2297
H -2.9371 1.7907 -4.6028
H -3.0712 0.3241 3.0826
H 2.8124 -1.3500 -3.8218
H 2.0999 2.1008 -1.3252
H -0.5727 -0.1824 -5.0454
H 3.7249 0.1522 -4.0487
H -1.2800 3.8358 -2.4804
H -2.4506 0.7168 4.6849
H -0.1122 -3.1041 0.6643
H -0.1821 3.4589 3.7406
H -3.1769 2.5798 -3.0405
H 1.4476 0.5857 -3.1780
H -1.7285 -1.4786 2.0628
H 3.2100 2.1516 -2.7037
H -2.1189 5.7494 -1.2305
H -2.9729 2.0039 3.5964
H 0.6264 2.0352 -4.9268
H 2.3669 -1.1193 -0.8203
H 0.3168 2.2217 4.8974
H -0.4394 -0.9718 4.2861
H 0.0933 -0.9883 -3.6322
H -2.5698 -0.8732 -2.1336
H -3.4613 0.8496 -3.2145
H -0.5016 3.3376 -4.5553
H 1.2749 2.5112 3.4473
H 1.1314 -0.2648 3.9254
H -1.8609 3.5128 2.3916
H 3.6667 1.2931 -1.2339
H -3.1826 -0.0363 0.3155
H 0.3465 -1.2578 2.7322
H 1.2384 -1.5913 -2.0002
H -1.6450 -1.0114 -3.9395
H 0.8340 2.9805 -3.4543
H -0.6181 -2.7172 -1.9240
H 4.0446 -0.8945 -2.6538
```

# 12
C16H22FNOSiZn | ωB97M-V with the def2-TZVPD basis set

DFT total energy = -79499.1247 eV
net charge = 0
frontier orbital gap = 8.13 eV
HOMO = -8.1 eV

XYZ file:
```
43
C16H22FNOSiZn | the OMol25 dataset | ωB97M-V with the def2-TZVPD basis set
Zn 11.0626 -10.2241 2.0734
Si 9.7429 -13.0114 2.0346
F 16.8125 -9.2017 0.5783
O 11.7480 -10.0677 4.3023
N 10.2471 -8.2807 3.1112
C 9.1643 -7.5435 2.6980
C 14.9866 -10.6479 0.6116
C 10.7494 -6.6436 4.7990
C 8.8613 -6.2891 3.2839
C 9.3552 -11.2147 2.0177
C 11.1847 -13.5772 1.0257
C 12.1068 -8.7384 4.5253
C 13.6009 -10.8611 0.8431
C 10.2244 -13.4304 3.8186
C 15.4883 -9.3835 0.7622
C 13.4667 -8.5261 1.4506
C 14.7834 -8.2502 1.1735
C 9.6490 -5.8774 4.3903
C 11.0532 -7.7677 4.0383
C 12.8196 -9.7871 1.3054
C 8.1573 -14.0000 1.5137
H 10.9991 -12.7554 4.2352
H 8.7751 -10.7735 1.1980
H 15.3109 -7.3037 1.2065
H 7.2387 -13.6431 2.0529
H 8.3579 -15.0797 1.6228
H 13.1390 -11.8279 0.5639
H 12.2480 -8.6264 5.6250
H 8.9367 -10.8461 2.9588
H 11.3965 -14.6932 1.0139
H 10.5231 -14.4934 3.9644
H 9.2625 -5.0291 4.9193
H 11.2933 -6.3729 5.6691
H 8.5357 -8.0640 1.9858
H 12.8497 -7.7025 1.8646
H 11.2224 -13.1438 0.0230
H 8.0182 -5.7388 2.9060
H 15.7292 -11.3898 0.2647
H 12.0506 -13.2365 1.5737
H 10.8713 -10.2849 4.6466
H 9.3125 -13.2804 4.4103
H 13.1035 -8.5642 4.0806
H 8.0473 -13.8097 0.4486
```

# 13
C2H6N3O3S | ωB97M-V with the def2-TZVPD basis set

DFT total energy = -23610.0859 eV
net charge = +1
frontier orbital gap = 10.08 eV
HOMO = -14.8 eV

XYZ file:
```
15
C2H6N3O3S | the OMol25 dataset | ωB97M-V with the def2-TZVPD basis set
S -2.4338 -0.2069 0.1605
O -1.9578 -1.5263 0.4057
O -1.5889 0.4104 -1.2042
O -3.7992 0.1715 0.1326
N -1.4662 0.9783 0.9358
N 2.6313 -0.8467 -0.0919
N 0.4624 -0.1807 -0.4360
C -0.5481 0.8450 -0.4318
C 1.7292 0.0655 -0.1498
H 1.9741 1.0524 0.2751
H 2.6197 -1.8094 -0.4919
H -0.1050 1.8822 -0.6579
H 3.4450 -0.8642 0.4629
H -1.1466 1.0500 1.8649
H 0.1838 -1.0210 -0.7741
```

# 14
C9H8N2S | ωB97M-V with the def2-TZVPD basis set

DFT total energy = -23273.6542 eV
net charge = 0
frontier orbital gap (alpha / beta) = 6.99 / 7.61 eV
HOMO (alpha / beta) = -7.6 / -8.0 eV

XYZ file:
```
20
C9H8N2S | the OMol25 dataset | ωB97M-V with the def2-TZVPD basis set
S 0.4651 -1.1889 -3.3014
N 1.8740 0.1645 0.8596
N -2.1393 0.6616 -2.4530
C -1.8541 0.2386 -0.2818
C 2.1528 -2.0276 0.5958
C 1.4862 -0.9242 0.1687
C -2.9905 1.0260 -0.4444
C -1.3165 0.0106 -1.5534
C 2.8167 -0.2258 1.7733
C -0.1942 -0.6920 -1.9474
C -3.1287 1.2827 -1.7964
C 3.0048 -1.5731 1.6344
H -1.9652 0.6795 -3.4450
H 3.2691 0.4783 2.4436
H -1.4637 -0.1568 0.6324
H -3.6400 1.3794 0.3310
H 1.5384 1.1023 0.7248
H -3.8645 1.8750 -2.3072
H 2.0523 -3.0252 0.2238
H 3.6790 -2.1865 2.2008
```

# 15
C4H5NO | ωB97M-V with the def2-TZVPD basis set

DFT total energy = -7764.3307 eV
net charge = 0
frontier orbital gap = 10.95 eV
HOMO = -10.0 eV

XYZ file:
```
11
C4H5NO | the OMol25 dataset | ωB97M-V with the def2-TZVPD basis set
O -1.4277 -0.6740 0.0324
N -0.1106 -1.1778 -0.0709
C 2.1695 0.0376 0.0629
C 0.6065 -0.0534 -0.0235
C -1.4270 0.6258 0.0339
C -0.2023 1.1277 -0.0959
H 2.3315 0.0979 1.1985
H 0.1304 2.1169 0.0099
H 2.6962 -0.9457 -0.3749
H -2.4376 1.0274 0.1655
H 2.5951 0.9137 -0.6266
```

# 16
C6H5NO | ωB97M-V with the def2-TZVPD basis set

multiplicity = 3
DFT total energy = -9834.2728 eV
net charge = 0
expectation value of S² = 2.014
frontier orbital gap (alpha / beta) = 6.80 / 5.63 eV
HOMO (alpha / beta) = -6.2 / -8.5 eV

XYZ file:
```
13
C6H5NO | the OMol25 dataset | ωB97M-V with the def2-TZVPD basis set
O -1.6698 0.0788 2.4752
N -0.3470 -0.0580 0.6243
C -0.3874 1.5391 -0.9542
C 1.1565 -0.5063 -1.2400
C -1.8343 1.9526 0.8843
C -1.2511 2.2119 -0.2821
C 0.1507 0.3541 -0.5646
C -1.2252 0.5856 1.3238
H 0.7883 -0.8465 -2.2079
H 2.0796 0.0448 -1.4170
H -1.2622 -0.7903 2.6062
H 1.3649 -1.3714 -0.6150
H -2.5558 2.4476 1.5027
```